60
Properties=species:S:1:pos:R:3:mulliken_spin:R:1 method="wB97M-V/def2-TZVPD" charge=0 s2=0.75 lumo_ev="0.01 / 0.08" gap_ha="0.2517 / 0.2540" spin_multiplicity=2
Ti -1.01 1.16 0.67 1.00
Cl -2.19 -0.27 1.89 -0.01
P 1.38 -3.11 -0.38 0.00
O 0.79 1.39 1.18 -0.01
O 2.80 2.40 1.42 0.00
C 2.36 -5.39 2.85 0.00
C 1.60 2.39 1.59 -0.01
C 1.89 -3.65 1.24 0.00
C -2.06 2.39 -0.91 0.11
C 0.23 5.86 2.16 0.00
C -1.01 5.53 2.74 0.00
C -1.26 4.24 3.20 0.01
C 3.32 -1.96 -3.76 0.00
C 4.99 -2.14 -2.00 0.00
C 0.27 -4.94 -2.19 0.00
C 2.32 -2.30 -2.85 0.00
C -2.10 -5.46 -2.18 0.00
C -0.33 3.23 2.96 0.03
C 2.21 -2.66 2.20 0.00
C -0.23 1.03 -1.42 0.00
C -1.24 -3.86 -0.58 0.00
C -2.52 1.02 -0.98 -0.06
C -1.39 0.18 -1.28 0.04
C 2.65 -3.05 3.46 0.00
C 2.67 -2.66 -1.52 0.00
C -2.31 -4.56 -1.12 0.00
C 2.74 -4.42 3.78 0.00
C 4.65 -1.90 -3.34 0.00
C 4.01 -2.53 -1.09 0.00
C 1.18 4.85 1.94 0.00
C 0.07 -4.07 -1.10 0.00
C -0.65 2.39 -1.21 -0.10
C -0.82 -5.63 -2.72 0.00
C 1.92 -5.02 1.58 0.00
C 0.84 3.52 2.24 0.00
H 4.27 -2.73 -0.05 0.00
H 5.43 -1.65 -4.06 0.00
H 6.02 -2.04 -1.67 0.00
H 2.16 5.06 1.51 0.00
H 1.26 -5.07 -2.60 0.00
H 2.09 -1.61 1.93 0.00
H 2.40 -6.45 3.12 0.00
H -2.18 4.00 3.72 0.00
H -1.38 -3.15 0.23 0.00
H 0.77 0.70 -1.72 0.00
H -0.67 -6.32 -3.56 0.00
H -1.77 6.30 2.86 0.00
H 2.92 -2.30 4.20 0.00
H -2.95 -6.02 -2.58 0.00
H -0.04 3.27 -1.33 0.00
H 1.62 -5.77 0.85 0.00
H 3.10 -4.71 4.77 0.00
H 3.06 -1.76 -4.79 0.00
H -3.31 -4.42 -0.71 0.00
H 1.27 -2.30 -3.15 0.00
H -1.41 -0.89 -1.44 0.00
H 0.45 6.88 1.87 0.00
H -3.55 0.68 -0.92 0.00
H -0.49 2.20 3.32 -0.01
H -2.66 3.27 -0.71 0.01

70
Properties=species:S:1:pos:R:3:mulliken_spin:R:1 method="wB97M-V/def2-TZVPD" charge=-1 s2=0.77 lumo_ev="0.94 / 0.94" gap_ha="0.0996 / 0.2280" spin_multiplicity=2
O -0.82 -6.41 4.96 0.00
O -1.46 4.76 4.12 0.00
O -2.96 3.73 -2.15 0.21
O 0.11 -6.87 3.10 0.00
O 6.11 -1.75 -1.22 0.00
O -1.93 4.78 -0.59 0.20
O -2.47 3.20 3.20 0.00
O 1.56 -3.45 0.32 0.00
O 8.12 -2.28 -1.70 0.00
O 2.64 -2.47 -1.31 0.00
N 6.97 -2.31 -1.95 0.00
N 1.81 -2.48 -0.42 0.00
N -0.64 -6.21 3.77 0.00
N -2.99 4.41 -1.12 0.21
N -1.48 3.78 3.43 0.01
C -2.48 -4.47 3.82 0.00
C -4.27 5.73 0.56 0.14
C 0.12 0.65 -1.54 0.00
C 1.18 1.73 1.53 0.00
C 5.74 -3.52 -5.85 0.00
C 7.03 -3.65 -5.48 0.00
C -0.30 3.35 2.69 0.00
C -1.35 -0.38 0.02 0.00
C 1.72 4.09 1.63 0.00
C -1.36 -4.96 1.76 0.00
C -2.91 -3.15 1.84 0.00
C 0.66 4.36 2.45 0.00
C 7.44 -3.43 -4.20 0.00
C 5.19 -2.87 -3.64 0.00
C 1.03 -0.37 -1.43 0.00
C -1.12 0.59 -0.88 -0.02
C -4.24 4.78 -0.55 -0.03
C -6.69 4.74 -0.46 -0.08
C -1.51 -5.20 3.09 0.00
C -6.68 5.64 0.57 0.21
C -2.07 -3.99 1.10 0.00
C -5.46 6.17 1.09 -0.10
C -0.35 -1.33 0.26 0.00
C 0.83 -1.36 -0.49 0.00
C 4.79 -3.24 -4.92 0.00
C -5.48 4.25 -0.95 0.17
C 1.95 2.79 1.13 0.00
C 6.53 -2.91 -3.30 0.00
C -0.04 2.02 2.29 0.01
C -3.11 -3.43 3.19 0.00
H -1.89 -3.91 0.03 0.00
H 2.42 4.90 1.53 0.00
H 0.37 1.49 -2.17 0.00
H -7.63 4.45 -0.91 0.00
H -5.25 6.93 1.84 0.00
H 1.40 0.70 1.31 0.00
H -0.49 -1.89 1.17 0.00
H 5.39 -3.51 -6.87 0.00
H -3.38 -2.28 1.39 0.00
H 0.42 5.38 2.72 0.00
H 2.80 2.46 0.56 0.00
H -0.66 -5.55 1.19 0.00
H -5.36 3.62 -1.81 0.02
H 8.51 -3.43 -4.08 0.00
H -2.70 -4.75 4.85 0.00
H -2.20 -0.21 0.66 0.00
H 4.49 -2.36 -2.99 0.00
H -1.80 1.42 -0.96 0.02
H -3.82 -2.87 3.79 0.00
H 1.92 -0.38 -2.04 0.00
H -3.38 6.11 1.04 0.02
H 3.77 -3.03 -5.20 0.00
H 7.87 -3.81 -6.15 0.00
H -7.54 6.26 0.75 0.02
H -0.62 1.16 2.57 0.00

75
Properties=species:S:1:pos:R:3:mulliken_spin:R:1 method="wB97M-V/def2-TZVPD" charge=+3 s2=0.92 lumo_ev="-10.84 / -11.26" gap_ha="0.2147 / 0.1987" spin_multiplicity=2
Re -0.74 -1.00 0.14 0.63
S -0.47 -1.69 -3.10 0.00
O 3.35 1.51 3.85 0.00
O 1.19 0.58 2.60 0.03
O 0.08 -1.27 -1.69 0.04
O 2.97 1.78 0.96 0.00
O 1.94 0.55 -0.58 0.01
O 3.67 1.04 5.93 0.00
O -1.77 0.89 2.81 -0.01
O -1.23 -2.22 7.59 0.00
O -0.69 -3.14 0.34 -0.02
O -1.48 -1.17 2.20 0.00
O 0.65 -1.59 8.45 0.00
O 0.45 -4.82 1.27 0.00
N -1.29 -0.18 2.97 0.01
N 3.05 0.97 4.91 0.00
N -2.70 -1.05 -0.80 0.01
N 1.04 -1.31 1.16 0.15
N -0.17 -1.65 7.57 0.00
N -1.19 1.06 -0.07 -0.01
C 0.91 0.14 3.86 -0.01
C -0.88 1.16 -5.85 0.00
C -1.13 0.12 -4.97 0.00
C 0.76 -2.90 -3.59 0.00
C -4.20 0.47 -2.08 0.00
C 0.29 -3.57 0.99 -0.01
C -3.83 2.85 -1.99 0.01
C 0.19 -0.98 6.29 0.00
C -0.86 3.43 0.16 -0.01
C -0.53 2.10 0.42 -0.01
C 2.30 0.73 0.55 0.03
C 0.65 2.87 -6.88 0.00
C -1.93 3.71 -0.64 0.02
C 3.43 -2.14 2.45 -0.02
C -3.11 0.26 -1.29 0.01
C 3.21 -0.83 2.27 0.07
C 1.38 1.30 -5.05 0.00
C 1.94 -0.31 1.68 -0.03
C -0.75 -0.96 5.28 0.00
C 2.43 -3.08 2.07 0.08
C 1.42 -0.37 6.16 0.00
C 1.31 -2.63 1.45 0.01
C 1.16 0.26 -4.17 0.00
C -2.70 2.65 -1.17 0.00
C -2.31 1.33 -0.84 -0.02
C -0.37 -0.38 4.09 0.01
C 0.38 1.77 -5.91 0.00
C -0.10 -0.32 -4.15 0.00
C 1.78 0.20 4.95 0.00
C -4.56 1.78 -2.45 0.00
H -3.36 -1.36 -0.08 0.00
H 4.38 -2.48 2.85 0.00
H 1.94 -0.07 -3.50 0.00
H -0.27 -5.39 0.95 0.00
H -1.74 -1.37 5.44 0.00
H 0.69 -3.05 -4.66 0.00
H 2.10 -0.33 7.00 0.00
H 0.55 -3.83 -3.06 0.00
H -5.43 1.94 -3.07 0.00
H -4.80 -0.37 -2.42 0.00
H 2.55 -4.14 2.27 0.00
H 1.04 2.46 -7.81 0.00
H -1.67 1.51 -6.51 0.00
H 0.31 1.89 1.06 0.02
H -2.11 -0.35 -4.95 0.00
H -2.80 -1.75 -1.55 0.00
H 1.40 3.57 -6.50 0.00
H -0.26 4.21 0.60 0.00
H -4.12 3.86 -2.24 0.00
H -0.26 3.41 -7.13 0.00
H 3.96 -0.11 2.53 0.00
H -2.21 4.73 -0.88 0.00
H 3.09 1.84 1.93 0.00
H 2.36 1.76 -5.09 0.00
H 1.75 -2.52 -3.31 0.00

63
Properties=species:S:1:pos:R:3:mulliken_spin:R:1 method="wB97M-V/def2-TZVPD" charge=+2 s2=6.09 lumo_ev="-8.63 / -7.95" gap_ha="0.1976 / 0.2233" spin_multiplicity=5
Te -4.28 1.41 -1.09 -0.01
Mn -0.08 0.24 -0.10 3.90
Cl -2.55 -1.74 1.42 0.00
Cl -0.12 -2.12 -0.24 0.01
O 1.64 0.14 0.13 0.06
O 4.87 -1.14 1.65 0.00
N 0.00 2.12 -0.28 -0.16
C -4.40 4.26 -0.04 0.00
C -0.19 6.46 0.04 0.00
C -1.71 -2.84 0.37 0.00
C -4.54 5.26 0.91 0.00
C 4.93 1.52 0.51 0.01
C 0.03 5.13 0.32 0.00
C 3.41 -1.61 -1.58 0.00
C 2.36 2.44 -0.03 0.03
C -4.86 3.60 2.63 0.00
C 4.19 -0.87 0.69 0.01
C 3.91 0.59 0.41 0.01
C 2.78 -3.90 -1.95 0.00
C 3.05 -4.19 -0.62 0.00
C 0.78 4.36 -0.57 0.02
C -2.15 1.15 -0.65 0.11
C 3.51 -3.20 0.23 0.01
C 1.03 6.25 -2.02 0.00
C 2.97 -2.61 -2.44 0.00
C -1.38 2.46 -0.66 -0.05
C -4.76 4.93 2.24 0.00
C 1.03 2.93 -0.28 0.05
C 3.68 -1.90 -0.25 0.00
C -4.74 2.59 1.68 0.00
C -4.50 2.92 0.35 0.00
C 4.73 2.89 0.34 0.01
C 2.62 1.06 0.16 0.08
C 3.44 3.33 0.07 0.00
C 1.29 4.92 -1.74 0.00
C 0.30 7.02 -1.13 0.00
C 5.87 3.86 0.46 0.00
H 5.92 1.15 0.75 0.00
H 1.42 6.69 -2.93 0.00
H -5.05 3.35 3.66 0.00
H -1.82 3.16 0.05 0.00
H -4.88 5.71 2.98 0.00
H -1.39 2.92 -1.65 -0.01
H 2.80 -2.39 -3.48 0.00
H -1.86 0.45 -1.46 -0.01
H 3.58 -0.61 -1.97 0.00
H 0.12 8.07 -1.34 0.00
H -2.17 0.65 0.33 -0.06
H -4.49 6.29 0.61 0.00
H 1.88 4.33 -2.42 0.00
H 2.93 -5.20 -0.25 0.00
H 5.66 4.60 1.22 0.00
H 3.76 -3.41 1.26 0.00
H 3.26 4.39 -0.04 0.00
H 2.45 -4.68 -2.61 0.00
H -0.35 4.69 1.24 0.00
H -1.38 -3.73 0.90 0.00
H -4.85 1.56 1.98 0.00
H 6.03 4.38 -0.49 0.00
H -0.75 7.07 0.74 0.00
H -4.24 4.52 -1.08 0.00
H -2.28 -3.06 -0.53 0.00
H 6.79 3.35 0.72 0.00

78
Properties=species:S:1:pos:R:3:mulliken_charge:R:1 method="wB97M-V/def2-TZVPD" charge=-1 lumo_ev="0.54 / 0.54" gap_ha="0.1472 / 0.1472" spin_multiplicity=1
Ti 9.12 -15.00 8.71 -0.01
Cl 5.67 -12.71 10.72 -0.20
Cl 6.93 -19.01 11.23 -0.26
S 9.84 -21.00 6.54 -0.11
S 12.06 -20.31 4.71 -0.16
S 12.85 -16.36 12.22 -0.18
S 13.03 -16.82 9.40 -0.39
O 8.15 -14.09 9.99 -0.29
O 8.24 -16.41 5.42 -0.62
O 8.68 -18.33 8.41 -0.43
O 7.74 -15.15 7.30 -0.37
O 4.72 -20.04 5.59 -0.51
O 9.17 -16.56 9.75 0.20
O 10.60 -15.96 7.28 0.43
O 2.76 -19.04 6.16 -0.49
O 8.59 -14.83 12.09 -0.59
O 10.98 -14.04 4.92 -0.77
N 11.40 -14.95 10.66 -1.15
N 10.82 -18.53 6.32 -0.24
N 11.12 -14.53 9.46 1.76
N 11.76 -17.71 6.13 -0.19
N 9.73 -13.18 7.82 0.97
C 10.81 -19.76 5.80 0.12
C 12.57 -15.53 6.00 1.10
C 10.12 -10.40 7.40 -0.40
C 6.23 -18.19 6.28 -0.98
C 3.76 -18.13 6.34 0.84
C 10.73 -22.40 5.90 -0.54
C 14.92 -15.08 5.63 -0.83
C 11.49 -16.41 6.56 -1.59
C 12.27 -14.30 5.33 1.18
C 11.49 -15.83 13.22 -0.16
C 11.15 -11.22 7.71 -1.04
C 8.84 -17.83 9.52 0.56
C 8.68 -18.62 10.78 -0.78
C 3.79 -16.79 6.73 -1.26
C 8.77 -12.43 7.26 -0.14
C 8.86 -11.03 7.17 -0.98
C 3.37 -20.32 5.96 -0.19
C 13.92 -15.92 6.07 -0.56
C 4.98 -18.77 6.06 0.57
C 11.77 -22.09 4.89 -0.54
C 12.32 -15.95 10.63 0.24
C 6.36 -14.02 11.66 -0.49
C 7.80 -14.31 11.29 0.52
C 14.59 -13.91 4.98 -0.26
C 10.91 -12.55 8.19 0.76
C 6.22 -16.81 6.58 0.01
C 11.56 -13.33 9.13 -0.84
C 5.05 -16.19 6.95 -0.10
C 13.28 -13.57 4.72 -0.86
C 7.50 -16.09 6.35 0.45
H 9.16 -19.53 10.58 0.45
H 12.41 -12.89 9.62 0.42
H 2.83 -20.90 5.25 0.25
H 14.09 -16.88 6.57 0.43
H 12.77 -22.46 5.12 0.29
H 11.22 -16.72 13.85 0.29
H 9.90 -23.05 5.49 0.28
H 16.04 -15.27 5.75 0.24
H 10.22 -9.32 7.31 0.45
H 5.77 -14.96 11.45 0.24
H 2.88 -16.25 6.89 0.42
H 11.62 -22.53 3.89 0.30
H 3.48 -20.83 6.92 0.26
H 7.16 -18.69 6.13 0.57
H 15.38 -13.31 4.56 0.38
H 10.41 -14.77 5.20 0.39
H 9.04 -18.15 11.68 0.19
H 5.06 -15.18 7.33 0.48
H 12.93 -12.77 4.03 0.35
H 6.25 -13.83 12.74 0.37
H 11.91 -15.16 13.94 0.34
H 12.19 -10.88 7.72 0.47
H 10.59 -15.56 12.66 -0.24
H 7.87 -12.94 6.90 0.47
H 7.96 -10.52 6.77 0.39
H 11.06 -22.86 6.82 0.32

74
Properties=species:S:1:pos:R:3:mulliken_spin:R:1 method="wB97M-V/def2-TZVPD" charge=0 s2=2.02 lumo_ev="-1.17 / -1.38" gap_ha="0.1933 / 0.2189" spin_multiplicity=3
Ti 0.64 -0.12 0.38 1.01
S 2.62 1.16 2.45 0.01
F 0.09 2.91 6.53 0.00
F -0.05 0.44 7.68 0.00
F 1.06 -1.70 6.40 0.00
F 1.29 3.24 4.17 0.00
F 2.28 -1.39 4.05 0.00
O -1.47 0.62 -1.12 0.03
O 0.10 -1.19 1.85 -0.01
O -0.30 -3.25 2.61 0.00
O -1.82 0.88 1.67 -0.01
N 1.78 0.32 -1.27 0.09
N 0.34 -1.75 -0.97 0.18
N 0.77 2.07 0.31 0.01
N 1.41 4.77 0.27 0.01
N 2.39 -1.58 0.94 0.00
N 0.36 -3.91 -2.75 0.06
N 7.21 1.24 -5.67 0.01
C 3.42 1.76 -2.23 0.03
C 3.19 -0.52 -3.01 -0.01
C -1.97 -0.14 -2.21 0.01
C -0.56 -3.80 -1.75 0.15
C 0.51 4.28 1.11 0.02
C 0.42 -2.44 2.07 0.00
C 0.18 2.93 1.14 0.01
C -2.09 0.36 2.97 0.00
C 5.04 0.32 -5.24 0.02
C 3.86 0.68 -3.06 0.06
C 1.87 0.94 4.01 -0.01
C 2.12 -0.70 -2.11 0.14
C 6.15 0.53 -6.04 0.00
C 0.56 0.60 6.50 0.00
C 7.18 1.77 -4.46 -0.01
C 5.01 0.88 -3.96 -0.01
C -2.47 1.42 -0.49 0.00
C 2.37 1.54 -1.38 0.03
C 1.24 -2.95 -2.84 0.02
C 1.73 2.55 -0.51 0.03
C 1.81 -2.78 1.53 0.01
C 0.64 1.86 5.92 0.00
C 2.02 3.91 -0.53 0.01
C 1.27 -1.84 -1.97 0.08
C 1.76 -0.30 4.63 0.01
C 1.13 -0.48 5.85 0.00
C 6.12 1.63 -3.57 0.01
C -2.92 0.79 0.80 0.01
C -0.57 -2.75 -0.89 0.01
C 1.28 2.01 4.70 0.00
H 2.82 -0.99 1.67 -0.01
H -1.16 -0.71 -2.63 0.00
H -2.27 -0.71 2.93 0.00
H -3.79 1.33 1.22 0.00
H -1.28 -4.59 -1.67 0.01
H 2.41 -3.20 2.33 0.00
H 3.11 -1.81 0.26 0.00
H 1.98 -3.02 -3.64 0.00
H -2.01 2.38 -0.27 0.00
H 2.77 4.31 -1.20 0.00
H 1.68 -3.55 0.76 -0.01
H 8.05 2.34 -4.16 0.00
H -2.95 0.88 3.40 0.00
H -2.37 0.54 -2.98 0.00
H 6.18 0.11 -7.04 0.00
H 6.17 2.07 -2.59 0.00
H 4.20 -0.24 -5.62 0.00
H 3.51 -1.34 -3.64 0.00
H -0.56 2.53 1.82 -0.02
H 0.03 4.96 1.79 0.00
H 3.89 2.73 -2.31 0.01
H -2.77 -0.82 -1.89 0.00
H -1.21 0.54 3.58 0.00
H -3.30 1.59 -1.18 0.00
H -1.29 -2.68 -0.08 0.01
H -3.22 -0.26 0.65 0.00

65
Properties=species:S:1:pos:R:3:mulliken_spin:R:1 method="wB97M-V/def2-TZVPD" charge=+2 s2=0.76 lumo_ev="-6.59 / -6.69" gap_ha="0.2300 / 0.2265" spin_multiplicity=2
I 2.62 3.10 -1.60 0.00
I 7.04 -1.07 -1.67 0.00
Ti -0.42 0.16 -0.06 0.94
O 1.10 0.52 -0.81 -0.01
N -1.20 1.40 -1.71 0.08
N 0.31 1.08 1.70 -0.04
N 0.92 -1.46 0.90 0.02
N -1.10 -1.12 -1.30 -0.10
N -1.94 -1.01 1.07 -0.02
C -0.99 -0.79 -2.60 0.03
C -1.67 -2.28 -0.92 0.03
C -2.54 0.53 2.87 0.00
C 0.44 2.98 3.16 -0.01
C -1.99 -3.25 -1.85 -0.02
C -2.01 -2.26 0.51 0.02
C -2.81 -1.94 3.09 0.00
C -0.68 2.61 -4.17 0.00
C 2.39 0.19 -0.95 -0.01
C -2.42 -3.37 1.22 0.00
C -0.85 0.66 -2.81 0.01
C -0.02 2.34 2.03 0.08
C 1.68 1.00 3.66 0.00
C -1.91 3.53 -0.74 0.02
C -0.56 1.23 -4.03 0.01
C 1.66 -0.93 2.06 -0.01
C -1.26 -1.74 -3.58 -0.02
C 3.33 1.14 -1.35 0.00
C 5.05 -0.51 -1.33 0.00
C -2.41 -0.86 2.32 0.02
C 1.17 0.43 2.50 0.03
C 4.15 -1.45 -0.87 0.00
C 1.30 2.28 4.00 0.00
C -1.14 3.34 -3.10 0.01
C 1.83 -2.10 -0.09 0.00
C 2.82 -1.12 -0.66 0.00
C -2.79 -3.22 2.55 0.00
C -1.72 -2.99 -3.19 0.03
C -1.39 2.72 -1.88 -0.03
C 4.65 0.80 -1.55 0.00
H -1.11 4.09 -0.26 0.00
H -0.68 2.85 1.34 -0.09
H 0.30 -2.18 1.23 0.00
H -3.50 0.64 3.36 0.00
H -2.43 2.90 -0.02 -0.01
H -2.62 4.27 -1.11 0.00
H 1.21 -2.52 -0.89 0.00
H 0.14 3.99 3.38 0.00
H -2.47 -4.17 -1.56 0.00
H 2.71 -0.82 1.80 0.00
H 4.48 -2.46 -0.67 0.00
H -2.44 -4.34 0.75 0.00
H 1.68 2.74 4.91 0.00
H 1.61 -1.62 2.91 0.00
H -2.48 1.26 2.06 0.01
H 5.37 1.55 -1.86 0.00
H -1.95 -3.73 -3.94 0.00
H -1.77 0.74 3.62 0.00
H 2.38 -2.93 0.37 0.00
H -1.18 -1.50 -4.63 0.00
H -3.10 -4.07 3.14 0.00
H -3.16 -1.78 4.10 0.00
H -0.25 0.61 -4.85 0.00
H -0.45 3.08 -5.11 0.00
H 2.37 0.44 4.28 0.00
H -1.30 4.41 -3.19 0.00

Record order is preserved below.
Electronic energy: -80538.904, -59426.123, -77957.151, -100759.246, -150959.439, -97692.129, -80337.534 eV
Record order is preserved below.
ΔE to the lowest compared entry with this formula, charge and spin: 1.043, 0.976, 3.458, 0.276, 4.579, 0.389, 0.478 eV